Entry 1:
{
  "formula": "C23H27BBrCl8F7I2LiMgNNaO11S",
  "method": "ωB97M-V with the def2-TZVPD basis set",
  "lumo_ev": -7.518,
  "homo_ev": -9.2,
  "total_charge": 1,
  "energy_ev": -275312.4271,
  "species": ["C", "C", "I", "C", "I", "C", "C", "N", "C", "C", "C", "C", "C", "Br", "C", "C", "O", "O", "H", "H", "H", "H", "H", "H", "H", "H", "H", "H", "H", "H", "H", "O", "S", "O", "O", "O", "Li", "Mg", "C", "C", "O", "C", "O", "C", "F", "F", "F", "H", "H", "H", "H", "H", "C", "O", "H", "H", "H", "C", "Cl", "Cl", "Cl", "Cl", "B", "F", "F", "F", "F", "Na", "C", "Cl", "Cl", "Cl", "Cl", "O", "C", "O", "C", "C", "C", "H", "H", "H", "H", "H", "H"],
  "xyz": [[-4.4675, -0.0062, -2.6842], [-5.0679, 0.0402, -1.2767], [-6.7419, -1.2549, -0.9477], [-4.6028, 0.8201, -0.2620], [-5.4759, 0.8356, 1.6658], [-3.3499, 1.7053, -0.5239], [-3.3901, 3.0960, -0.9191], [-2.2094, 3.7296, -1.1364], [-1.0192, 3.1119, -1.0208], [-0.9171, 1.8031, -0.6377], [0.5025, 1.2138, -0.5330], [0.6770, 0.0359, -1.5645], [1.3036, -1.2608, -0.9782], [0.3311, -2.8829, -1.4737], [-2.1185, 1.0509, -0.3716], [-2.0222, -0.4042, 0.0330], [-1.2412, -0.6910, 0.9066], [-2.7443, -1.3881, -0.5868], [-3.3734, 0.1447, -2.6970], [-4.6758, -0.9535, -3.2078], [-4.9161, 0.7818, -3.3506], [-4.3246, 3.6419, -1.0386], [-2.2733, 4.7045, -1.4119], [-0.1302, 3.7036, -1.2474], [0.7270, 0.9345, 0.5063], [1.1842, 2.0319, -0.8354], [1.3526, 0.4136, -2.3647], [-0.3115, -0.2221, -1.9742], [1.3969, -1.1606, 0.1141], [2.3340, -1.4071, -1.3582], [-3.1828, -1.9172, 0.0995], [0.8648, 3.3897, 2.4690], [0.6523, 4.7438, 1.9306], [-0.7556, 5.1299, 2.0991], [0.9954, 4.7549, 0.4939], [1.4991, 5.6886, 2.6628], [2.7558, 1.0341, -2.9212], [-4.4883, 2.4639, -3.1496], [4.6600, 10.3048, 0.1775], [3.3642, 9.7179, -0.3399], [3.6036, 8.5107, -1.0890], [3.7930, 7.4082, -0.3669], [3.7816, 7.3494, 0.8235], [3.9900, 6.2032, -1.2961], [4.8460, 6.4680, -2.2948], [2.8279, 5.8280, -1.8695], [4.4656, 5.1393, -0.6477], [5.3624, 10.4618, -0.6425], [4.4768, 11.2570, 0.6746], [5.1406, 9.6318, 0.8877], [2.8918, 10.4156, -1.0299], [2.6549, 9.5309, 0.4668], [3.5409, -3.4152, -0.4726], [4.1360, -2.2422, -0.6750], [2.4211, -3.3751, -0.4655], [3.7311, -4.2140, -1.2212], [3.7588, -3.9366, 0.4828], [-0.5199, -4.7706, 2.2288], [-0.4234, -3.7792, 3.6725], [-1.2873, -6.3287, 2.6306], [-1.4979, -3.9540, 0.9993], [1.1034, -5.0636, 1.5993], [0.7324, -5.9754, 6.3569], [1.3462, -6.7852, 7.3158], [-0.6579, -5.9193, 6.5812], [1.2788, -4.6879, 6.3755], [0.9492, -6.5524, 5.0542], [-0.0811, -8.2623, 3.6334], [7.2803, -3.5261, -1.7675], [8.9508, -3.7910, -2.2823], [6.8615, -4.6916, -0.5053], [7.1094, -1.8857, -1.1356], [6.1959, -3.7428, -3.1539], [-2.6222, -7.5522, 0.2835], [-3.4676, -6.7085, 0.2200], [-3.8447, -5.9491, 1.2801], [-4.9496, -5.1102, 0.9115], [-4.8794, -5.0006, -0.6027], [-4.2985, -6.3533, -0.9961], [-5.8734, -5.5832, 1.2516], [-4.8504, -4.1421, 1.4019], [-5.8421, -4.7823, -1.0625], [-4.1832, -4.2059, -0.8869], [-5.0741, -7.1092, -1.1271], [-3.6784, -6.2862, -1.8863]]
}



Entry 2:
{
  "formula": "C4H3NOS2",
  "method": "ωB97M-V with the def2-TZVPD basis set",
  "smiles": "C#CC(=S)C(=O)NS",
  "lumo_ev": -1.286,
  "homo_ev": -9.1,
  "relative_energy_ev": 2.6985,
  "energy_ev": -29401.6329,
  "species": ["C", "C", "C", "S", "C", "O", "N", "S", "H", "H", "H"],
  "xyz": [[-1.9607, -1.2140, 0.9037], [-0.7787, -0.8874, 0.9374], [0.5685, -0.4759, 0.9550], [1.7940, -1.3363, 1.5813], [0.8624, 0.9363, 0.3807], [1.0970, 1.8358, 1.0986], [0.7322, 1.0418, -0.9668], [0.5905, -0.2080, -2.1180], [-3.0004, -1.5118, 0.8790], [0.8126, 1.9273, -1.3795], [-0.7175, -0.1078, -2.2713]]
}



Entry 3:
{
  "formula": "C3H10O3",
  "method": "ωB97M-V with the def2-TZVPD basis set",
  "smiles": "C/C=C/O.O.O",
  "lumo_ev": 0.511,
  "homo_ev": -8.1,
  "relative_energy_ev": 1.3455,
  "energy_ev": -9414.1874,
  "species": ["C", "C", "C", "O", "H", "H", "H", "H", "H", "H", "O", "H", "H", "O", "H", "H"],
  "xyz": [[-1.2253, 1.3439, -1.4235], [-0.7648, 0.7071, -0.1586], [0.4027, 0.0890, 0.0430], [1.1004, 0.1526, 1.2168], [-2.3191, 1.3605, -1.4355], [-0.8375, 0.9804, -2.3636], [-1.0563, 2.4211, -1.3544], [-1.2027, 1.0196, 0.7904], [0.8300, -0.5313, -0.7452], [2.0284, 0.2716, 0.9785], [-3.1206, -3.0657, 0.9443], [-3.5191, -3.4062, 1.7540], [-3.5065, -2.1801, 0.9191], [4.0936, 0.0137, 0.3551], [4.8405, 0.2801, 0.9156], [4.2562, 0.5435, -0.4360]]
}



Entry 4:
{
  "formula": "C4H6N2O3S",
  "method": "ωB97M-V with the def2-TZVPD basis set",
  "smiles": "O=S(=O)(CO)c1ncc[nH]1",
  "lumo_ev": 0.700,
  "homo_ev": -9.2,
  "relative_energy_ev": 0.7858,
  "energy_ev": -24201.1914,
  "species": ["O", "S", "O", "C", "O", "C", "N", "C", "C", "N", "H", "H", "H", "H", "H", "H"],
  "xyz": [[-0.8445, 0.2793, -2.1942], [0.2871, 0.3642, -1.3743], [1.5373, -0.1396, -1.9076], [0.6391, 2.0649, -0.8742], [1.8425, 2.1695, -0.4847], [-0.1513, -0.5227, 0.2246], [0.2044, -0.2626, 1.4687], [-0.3795, -1.2028, 2.2501], [-1.1867, -1.9741, 1.4321], [-1.0029, -1.6075, 0.1583], [0.2765, 2.4689, -1.8270], [-0.1090, 2.3014, -0.1012], [2.5817, 1.8861, -1.1215], [-0.3780, -1.0258, 3.3448], [-1.8518, -2.7819, 1.6435], [-1.4650, -2.0173, -0.6374]]
}



no.,Kohn-Sham gap (eV)
1,1.695
2,7.847
3,8.638
4,9.945